Run A
{"formula": "C2H2BrF2NO", "method": "ωB97M-V/def2-TZVPD", "charge": 0, "homo_lumo_gap_ev": 9.97, "e_lumo_ev": 0.35, "homo_ev": -9.6, "symbols": ["C", "C", "N", "O", "F", "F", "Br", "H", "H"], "coordinates": [[0.27, 0.88, -0.52], [-0.78, -2.09, 1.33], [1.17, 0.52, -1.26], [-0.74, 1.02, 0.08], [-0.45, -3.15, 0.63], [-1.15, -2.53, 2.56], [-3.10, -1.13, 0.45], [-2.12, -0.08, 0.26], [2.08, 0.95, -1.37]], "nbo_charge": [0.89, 0.61, -0.75, -0.54, -0.34, -0.36, -0.19, 0.25, 0.43]}


Run B
{"formula": "C2H2BrF2NO", "method": "ωB97M-V/def2-TZVPD", "smiles": "NC(=O)C(F)(F)Br", "charge": 0, "homo_lumo_gap_ev": 10.76, "e_lumo_ev": 0.42, "homo_ev": -10.3, "symbols": ["N", "C", "O", "C", "F", "F", "Br", "H", "H"], "coordinates": [[-1.29, -1.61, -0.41], [-1.10, -0.36, -0.54], [-1.22, 0.49, 0.30], [-0.66, -0.11, -2.29], [-1.76, -0.57, -2.93], [-0.44, 1.12, -2.77], [0.83, -1.32, -2.83], [-1.01, -2.41, -1.10], [-1.45, -1.84, 0.52]], "nbo_charge": [-0.80, 0.67, -0.57, 0.56, -0.35, -0.31, -0.05, 0.44, 0.41]}


Least stable: run A


Run A
{"formula": "C4H11N2O", "method": "ωB97M-V/def2-TZVPD", "charge": 2, "homo_lumo_gap_ev": [5.85, 7.82], "spin_multiplicity": 2, "e_lumo_ev": [-12.90, -11.92], "homo_ev": [-18.8, -19.7], "symbols": ["N", "C", "C", "N", "C", "C", "O", "H", "H", "H", "H", "H", "H", "H", "H", "H", "H", "H"], "coordinates": [[-3.14, -1.96, 1.41], [-0.64, 0.41, 1.65], [0.02, 0.02, 0.44], [0.30, 1.03, -0.55], [1.12, 0.71, -1.65], [2.60, 1.14, -1.56], [0.26, -1.15, 0.17], [-2.59, -1.09, 1.39], [-2.81, -2.93, 1.51], [-4.16, -1.96, 1.21], [-0.54, -0.34, 2.43], [-1.23, 1.31, 1.75], [-0.15, 1.91, -0.30], [1.03, -0.37, -1.79], [0.81, 1.28, -2.53], [3.25, 0.82, -2.38], [3.13, 0.86, -0.64], [2.68, 2.23, -1.55]], "mulliken_spin": [-1.06, 0.68, -0.05, 0.69, 0.02, 0.16, 0.44, 0.01, 0.02, 0.02, 0.01, 0.03, -0.03, 0.01, 0.04, 0.00, 0.00, 0.00]}


Run B
{"formula": "C4H11N2O", "method": "ωB97M-V/def2-TZVPD", "charge": 2, "homo_lumo_gap_ev": [11.26, 2.99], "spin_multiplicity": 2, "e_lumo_ev": [-8.91, -14.82], "homo_ev": [-20.2, -17.8], "symbols": ["O", "C", "C", "N", "H", "H", "H", "H", "H", "H", "C", "C", "N", "H", "H", "H", "H", "H"], "coordinates": [[3.10, 1.77, -0.66], [2.72, 1.47, 0.46], [1.74, 0.32, 0.64], [1.15, -0.18, -0.62], [2.98, 1.95, 1.41], [2.13, -0.47, 1.29], [0.84, 0.66, 1.21], [0.16, -0.54, -0.46], [1.12, 0.65, -1.27], [1.73, -0.90, -1.06], [-2.24, 0.45, -0.06], [-2.06, -1.93, -0.16], [-1.47, -0.80, 0.00], [-2.17, 1.08, 0.86], [-3.30, 0.25, -0.30], [-1.81, 1.10, -0.87], [-1.49, -2.88, -0.01], [-3.12, -2.02, -0.40]], "mulliken_spin": [0.43, -0.03, 0.08, 0.03, 0.05, -0.01, 0.00, -0.02, 0.00, 0.00, 0.05, -0.01, 0.35, 0.00, 0.03, 0.00, 0.02, 0.03]}


Least stable: run A


Run A
{"formula": "ClMg2", "method": "ωB97M-V/def2-TZVPD", "charge": 3, "homo_lumo_gap_ev": 9.72, "e_lumo_ev": -16.40, "homo_ev": -26.1, "symbols": ["Mg", "Mg", "Cl"], "coordinates": [[-0.98, -2.14, -0.12], [0.81, 2.16, 0.28], [0.16, -0.01, -0.16]], "nbo_charge": [1.95, 1.94, -0.89]}


Run B
{"formula": "ClMg2", "method": "ωB97M-V/def2-TZVPD", "charge": 3, "homo_lumo_gap_ev": 14.35, "e_lumo_ev": -16.61, "homo_ev": -31.0, "symbols": ["Mg", "Mg", "Cl"], "coordinates": [[-0.27, 1.09, -1.26], [0.51, -1.13, 1.13], [-0.24, 0.05, 0.13]], "nbo_charge": [1.94, 1.94, -0.89]}


Least stable: run B


Run A
{"formula": "C27H21BF2N2NiO2PSe2", "method": "ωB97M-V/def2-TZVPD", "charge": -1, "homo_lumo_gap_ev": [6.82, 7.96], "spin_multiplicity": 3, "e_lumo_ev": [2.59, 2.58], "homo_ev": [-4.2, -5.4], "symbols": ["Ni", "Se", "P", "Se", "C", "C", "C", "C", "C", "C", "C", "C", "C", "C", "C", "C", "H", "H", "H", "H", "H", "H", "H", "H", "H", "H", "F", "B", "F", "O", "C", "N", "C", "C", "O", "N", "C", "C", "C", "C", "C", "C", "C", "C", "C", "C", "C", "C", "H", "H", "H", "H", "H", "H", "H", "H", "H", "H", "H"], "coordinates": [[2.04, -0.46, 0.49], [2.07, -1.30, 3.01], [0.74, -2.72, 2.10], [0.73, -2.61, -0.04], [-0.96, -2.55, 2.76], [-2.03, -3.06, 2.04], [-3.31, -2.99, 2.56], [-3.53, -2.42, 3.81], [-2.46, -1.90, 4.52], [-1.18, -1.96, 4.00], [1.15, -4.41, 2.66], [1.20, -5.47, 1.78], [1.46, -6.76, 2.24], [1.67, -6.98, 3.59], [1.62, -5.92, 4.48], [1.36, -4.64, 4.02], [-1.86, -3.48, 1.06], [-4.14, -3.39, 1.99], [-4.54, -2.36, 4.21], [-2.63, -1.43, 5.49], [-0.35, -1.53, 4.54], [1.05, -5.29, 0.72], [1.51, -7.58, 1.53], [1.88, -7.98, 3.95], [1.79, -6.09, 5.54], [1.35, -3.81, 4.71], [5.01, -0.02, 0.26], [3.98, -0.86, 0.03], [4.40, -1.99, -0.57], [0.01, 0.78, 0.98], [0.17, 1.26, -0.14], [-0.63, 2.19, -0.75], [-0.01, 2.65, -1.97], [1.21, 1.65, -2.05], [1.99, 1.64, -2.98], [1.21, 0.89, -0.94], [-0.93, 2.49, -3.18], [-0.43, 2.60, -4.48], [-1.28, 2.49, -5.57], [-2.64, 2.28, -5.39], [-3.14, 2.16, -4.10], [-2.29, 2.27, -3.01], [0.47, 4.10, -1.90], [-0.19, 5.03, -1.10], [0.21, 6.36, -1.06], [1.29, 6.78, -1.83], [1.96, 5.86, -2.62], [1.55, 4.53, -2.66], [-1.29, 2.71, -0.19], [0.63, 2.74, -4.62], [-0.87, 2.57, -6.57], [-3.30, 2.20, -6.24], [-4.20, 1.98, -3.94], [-2.69, 2.14, -2.01], [-1.03, 4.73, -0.49], [-0.32, 7.06, -0.43], [1.61, 7.81, -1.80], [2.81, 6.17, -3.21], [2.10, 3.82, -3.26]], "mulliken_spin": [1.72, 0.06, 0.01, 0.07, 0.00, 0.00, 0.00, 0.00, 0.00, 0.00, 0.00, 0.00, 0.00, 0.00, 0.00, 0.00, 0.00, 0.00, 0.00, 0.00, 0.00, 0.00, 0.00, 0.00, 0.00, 0.00, 0.00, 0.13, 0.00, 0.00, -0.02, 0.00, 0.00, 0.00, 0.00, 0.03, 0.00, 0.00, 0.00, 0.00, 0.00, 0.00, 0.00, 0.00, 0.00, 0.00, 0.00, 0.00, 0.00, 0.00, 0.00, 0.00, 0.00, 0.00, 0.00, 0.00, 0.00, 0.00, 0.00]}


Run B
{"formula": "C27H21BF2N2NiO2PSe2", "method": "ωB97M-V/def2-TZVPD", "charge": -1, "homo_lumo_gap_ev": [7.26, 7.70], "spin_multiplicity": 3, "e_lumo_ev": [2.61, 2.61], "homo_ev": [-4.6, -5.1], "symbols": ["Ni", "Se", "P", "Se", "C", "C", "C", "C", "C", "C", "C", "C", "C", "C", "C", "C", "H", "H", "H", "H", "H", "H", "H", "H", "H", "H", "F", "B", "F", "O", "C", "N", "C", "C", "O", "N", "C", "C", "C", "C", "C", "C", "C", "C", "C", "C", "C", "C", "H", "H", "H", "H", "H", "H", "H", "H", "H", "H", "H"], "coordinates": [[0.12, 0.52, -0.08], [2.50, -0.54, -0.34], [2.14, -0.53, 1.79], [0.07, -0.85, 2.24], [2.70, 1.07, 2.49], [1.84, 1.87, 3.21], [2.29, 3.10, 3.70], [3.59, 3.51, 3.47], [4.45, 2.70, 2.73], [4.01, 1.49, 2.24], [3.22, -1.72, 2.67], [4.32, -2.29, 2.03], [5.15, -3.15, 2.73], [4.89, -3.45, 4.06], [3.79, -2.89, 4.69], [2.95, -2.03, 4.00], [0.82, 1.57, 3.37], [1.60, 3.72, 4.25], [3.94, 4.46, 3.85], [5.46, 3.03, 2.53], [4.67, 0.88, 1.64], [4.50, -2.06, 0.99], [6.00, -3.60, 2.23], [5.54, -4.13, 4.60], [3.57, -3.13, 5.72], [2.08, -1.60, 4.48], [-1.66, -1.57, -1.37], [-1.38, -0.26, -1.21], [-2.23, 0.52, -1.93], [-1.07, 3.18, 2.68], [-0.68, 3.36, 1.54], [-0.54, 4.60, 0.95], [0.08, 4.54, -0.35], [0.16, 3.01, -0.48], [0.61, 2.39, -1.45], [-0.29, 2.40, 0.61], [-0.82, 5.17, -1.41], [-1.61, 4.40, -2.26], [-2.46, 5.03, -3.17], [-2.53, 6.41, -3.23], [-1.74, 7.18, -2.38], [-0.89, 6.56, -1.48], [1.50, 5.08, -0.40], [2.18, 5.49, 0.74], [3.49, 5.94, 0.65], [4.14, 5.98, -0.57], [3.46, 5.56, -1.71], [2.16, 5.12, -1.63], [-0.60, 5.44, 1.51], [-1.56, 3.32, -2.24], [-3.07, 4.42, -3.82], [-3.20, 6.89, -3.93], [-1.79, 8.26, -2.42], [-0.26, 7.15, -0.84], [1.70, 5.42, 1.71], [4.01, 6.24, 1.55], [5.16, 6.33, -0.64], [3.97, 5.58, -2.67], [1.64, 4.77, -2.52]], "mulliken_spin": [1.74, 0.03, 0.01, 0.06, 0.00, 0.00, 0.00, 0.00, 0.00, 0.00, 0.00, 0.00, 0.00, 0.00, 0.00, 0.00, 0.00, 0.00, 0.00, 0.00, 0.00, 0.00, 0.00, 0.00, 0.00, 0.00, 0.00, 0.11, 0.01, 0.00, 0.00, 0.00, 0.01, -0.03, 0.02, 0.03, 0.00, 0.00, 0.00, 0.00, 0.00, 0.00, 0.00, 0.00, 0.00, 0.00, 0.00, 0.00, 0.00, 0.00, 0.00, 0.00, 0.00, 0.00, 0.00, 0.00, 0.00, 0.00, 0.00]}


Least stable: run A


Run A
{"formula": "C4H10NOS", "method": "ωB97M-V/def2-TZVPD", "charge": 1, "homo_lumo_gap_ev": 3.19, "e_lumo_ev": -8.75, "homo_ev": -11.9, "symbols": ["O", "C", "C", "C", "C", "S", "N", "H", "H", "H", "H", "H", "H", "H", "H", "H", "H"], "coordinates": [[1.69, 0.03, 0.83], [1.04, -0.03, -0.20], [-0.38, 0.07, -0.18], [-1.22, -0.43, -1.31], [-2.62, -0.75, -0.91], [-3.93, 0.60, -1.91], [4.42, 0.37, 2.70], [1.55, -0.14, -1.16], [-0.72, 0.17, 0.87], [-1.12, 0.39, -2.06], [-0.53, -1.14, -1.78], [-3.50, 0.04, -0.57], [-3.04, -1.57, -1.48], [-4.13, 1.66, -1.10], [4.75, -0.50, 3.07], [3.84, 0.23, 1.89], [3.90, 1.00, 3.29]], "nbo_charge": [-0.29, 0.25, 0.34, -0.62, -0.43, -0.05, -1.08, 0.17, 0.26, 0.37, 0.33, 0.26, 0.25, 0.16, 0.37, 0.35, 0.37]}


Run B
{"formula": "C4H10NOS", "method": "ωB97M-V/def2-TZVPD", "charge": 1, "homo_lumo_gap_ev": 10.20, "e_lumo_ev": -3.40, "homo_ev": -13.6, "symbols": ["C", "C", "C", "C", "N", "O", "S", "H", "H", "H", "H", "H", "H", "H", "H", "H", "H"], "coordinates": [[-2.29, -0.58, -0.12], [-1.78, 0.30, 0.95], [2.67, -1.12, 0.42], [1.57, 1.04, -0.89], [-1.69, 0.68, -0.49], [0.67, 0.23, -1.14], [2.92, 0.64, 0.15], [-1.78, -1.48, -0.55], [-3.32, -0.46, -0.18], [-2.40, 0.91, 1.63], [-0.83, 0.05, 1.34], [3.17, -1.85, -0.04], [1.59, -1.15, 0.19], [2.91, -1.35, 1.47], [1.58, 2.05, -1.16], [-2.25, 1.42, -0.63], [-0.71, 0.66, -0.94]], "nbo_charge": [-0.22, -0.23, -0.76, 0.25, -0.52, -0.64, 0.35, 0.27, 0.23, 0.25, 0.23, 0.24, 0.24, 0.25, 0.18, 0.41, 0.46]}


Least stable: run A


Run A
{"formula": "C9H16N2O2", "method": "ωB97M-V/def2-TZVPD", "charge": 0, "homo_lumo_gap_ev": [7.96, 7.75], "e_lumo_ev": [-0.28, -1.21], "homo_ev": [-8.2, -9.0], "symbols": ["C", "C", "C", "C", "C", "C", "C", "C", "C", "N", "N", "O", "O", "H", "H", "H", "H", "H", "H", "H", "H", "H", "H", "H", "H", "H", "H", "H", "H"], "coordinates": [[2.50, -1.24, 0.33], [2.64, 0.23, 0.33], [0.40, -0.34, 0.09], [0.00, -0.72, -2.61], [-1.87, -1.38, 0.02], [-1.64, 1.07, -0.17], [-1.16, 0.04, 2.00], [1.25, 2.09, -0.03], [-1.06, -0.15, 0.50], [1.40, 0.70, 0.18], [1.25, -1.53, 0.27], [0.73, -2.66, 0.18], [3.64, 0.93, 0.51], [3.21, -2.10, 0.51], [0.17, -1.81, -2.58], [0.96, -0.20, -2.71], [-0.86, -0.27, -2.29], [-1.24, -2.22, 0.01], [-2.32, -1.12, -1.02], [-2.78, -1.48, 0.68], [-1.65, 1.08, -1.25], [-2.70, 1.29, -0.06], [-1.09, 1.97, 0.08], [-1.97, 0.78, 2.13], [-0.22, 0.50, 2.35], [-1.29, -0.89, 2.65], [0.88, 2.32, -0.95], [0.58, 2.50, 0.82], [2.25, 2.62, 0.05]], "nbo_charge": [-0.13, 0.60, 0.47, -0.49, -0.60, -0.62, -0.61, -0.41, -0.16, -0.47, 0.09, -0.52, -0.59, 0.25, 0.19, 0.17, 0.16, 0.26, 0.20, 0.21, 0.21, 0.23, 0.21, 0.22, 0.21, 0.23, 0.20, 0.20, 0.26]}


Run B
{"formula": "C9H16N2O2", "method": "ωB97M-V/def2-TZVPD", "smiles": "O=c1cc[nH]c(=O)[nH]1.CCCCC", "charge": 0, "homo_lumo_gap_ev": 9.87, "e_lumo_ev": 0.26, "homo_ev": -9.6, "symbols": ["O", "C", "C", "C", "N", "C", "O", "N", "H", "H", "H", "H", "C", "C", "C", "C", "C", "H", "H", "H", "H", "H", "H", "H", "H", "H", "H", "H", "H"], "coordinates": [[1.14, -1.24, 0.06], [0.37, -2.12, 0.45], [-0.66, -2.70, -0.34], [-1.50, -3.61, 0.22], [-1.34, -3.96, 1.54], [-0.43, -3.36, 2.38], [-0.34, -3.58, 3.57], [0.45, -2.54, 1.75], [-0.77, -2.31, -1.37], [-2.44, -4.03, -0.28], [-2.15, -4.44, 2.10], [1.10, -1.99, 2.33], [1.14, 4.05, -2.43], [0.60, 2.65, -1.98], [0.37, 2.44, -0.48], [-0.14, 1.02, -0.23], [-0.11, 0.46, 1.26], [0.69, 4.84, -1.73], [2.29, 4.23, -2.24], [0.91, 4.28, -3.48], [1.30, 1.94, -2.43], [-0.41, 2.41, -2.44], [1.31, 2.46, 0.14], [-0.25, 3.25, 0.01], [0.47, 0.32, -0.90], [-1.22, 0.91, -0.47], [-0.86, 0.93, 1.96], [-0.39, -0.66, 1.17], [0.89, 0.35, 1.85]], "nbo_charge": [-0.61, 0.61, -0.39, 0.08, -0.61, 0.78, -0.61, -0.62, 0.26, 0.23, 0.44, 0.44, -0.61, -0.40, -0.41, -0.41, -0.59, 0.20, 0.20, 0.21, 0.20, 0.19, 0.20, 0.20, 0.24, 0.19, 0.20, 0.18, 0.20]}


Run C
{"formula": "C9H16N2O2", "method": "ωB97M-V/def2-TZVPD", "smiles": "O=c1cc[nH]c(=O)[nH]1.CCCCC", "charge": 0, "homo_lumo_gap_ev": 9.15, "e_lumo_ev": 0.21, "homo_ev": -8.9, "symbols": ["O", "C", "C", "C", "N", "C", "O", "N", "H", "H", "H", "H", "C", "C", "C", "C", "C", "H", "H", "H", "H", "H", "H", "H", "H", "H", "H", "H", "H"], "coordinates": [[-0.06, -0.74, -0.99], [-1.10, -0.81, -0.40], [-1.69, -1.99, 0.31], [-3.09, -1.93, 0.36], [-3.88, -0.86, 0.09], [-3.38, 0.48, -0.22], [-4.02, 1.48, -0.30], [-1.93, 0.39, -0.37], [-1.27, -3.03, 0.50], [-3.76, -2.81, 0.48], [-4.71, -0.68, 0.45], [-1.62, 1.16, -1.18], [3.72, -1.25, 0.14], [2.52, -0.47, -0.45], [1.95, 0.71, 0.33], [0.58, 1.24, -0.25], [0.05, 2.40, 0.48], [4.65, -0.56, -0.11], [3.62, -1.42, 1.27], [4.02, -2.16, -0.46], [1.64, -1.11, -0.59], [2.76, -0.10, -1.41], [1.77, 0.39, 1.35], [2.76, 1.58, 0.33], [-0.10, 0.43, -0.22], [0.88, 1.48, -1.32], [0.70, 3.28, 0.33], [-1.07, 2.79, 0.30], [0.05, 2.10, 1.55]], "nbo_charge": [-0.56, 0.65, -0.40, 0.08, -0.62, 0.81, -0.56, -0.71, 0.26, 0.22, 0.41, 0.45, -0.61, -0.43, -0.37, -0.41, -0.61, 0.20, 0.21, 0.21, 0.23, 0.19, 0.18, 0.18, 0.22, 0.18, 0.20, 0.20, 0.20]}


Least stable: run A